Record 1
The following is a DFT calculation (the ωB97M-V functional and the def2-TZVPD basis) of a molecular structure, C15H21Cl2MoN3O2S.

The electronic energy comes out at -2285.2053 hartree. The orbital gap (spin up / spin down) is 0.241 / 0.284 Ha. The total charge is +2. As for the HOMO energy (spin up / spin down): -15.054 / -15.062 eV. The LUMO energy (spin up / spin down) is -8.50 / -7.33 eV. The multiplicity is 3. As for the energy above the lowest of the compared OMol25 structures with the same formula, charge and spin: 0.0 kJ/mol.

The geometry in XYZ format:
```
45
Properties=species:S:1:pos:R:3:forces:R:3
Mo -0.2627 -0.1435 -0.1893 0.4 0.3 0.4
N -4.1578 1.2895 -0.3442 0.0 0.0 0.0
C -3.0240 0.7383 0.0021 -0.2 0.0 0.0
O -1.9998 0.8699 -0.7473 0.2 -0.2 -0.2
C -2.8667 -0.0395 1.2682 0.0 -0.1 0.1
C -1.6778 -0.9878 1.0921 -0.2 -0.1 -0.2
H -4.2205 1.8274 -1.1982 0.0 0.0 0.0
H -4.9832 1.1973 0.2282 0.0 0.0 0.0
H -3.7935 -0.5522 1.5335 0.0 0.0 0.0
H -2.6711 0.6883 2.0634 0.0 0.0 0.0
H -1.9811 -1.8252 0.4291 0.0 0.0 0.1
H -1.3438 -1.4335 2.0274 0.0 0.1 0.0
Cl 1.6334 0.2170 -2.1302 -0.2 0.1 -0.1
C 2.9962 -0.6262 -1.4316 0.0 0.1 -0.2
C 4.2268 -0.4378 -2.0241 0.1 0.0 0.0
C 5.3242 -1.0976 -1.4831 0.0 0.1 -0.1
C 5.1819 -1.9117 -0.3730 -0.1 0.0 0.1
C 3.9299 -2.0897 0.1987 0.1 0.0 0.0
Cl 3.7903 -3.0818 1.5979 0.0 0.0 0.0
C 2.7991 -1.4553 -0.3344 0.1 -0.1 0.1
S 1.2323 -1.7578 0.3861 -0.3 0.0 -0.2
H 4.3275 0.1959 -2.8936 0.0 0.0 0.0
H 6.2984 -0.9744 -1.9357 0.0 0.0 0.0
H 6.0346 -2.4188 0.0556 0.0 0.0 0.0
C 1.8413 3.5106 -0.5524 -0.1 0.0 0.0
N 2.4030 2.6401 0.4758 0.0 -0.1 0.1
C 3.7805 2.9428 0.8879 0.0 0.0 0.0
C 4.4357 1.6882 1.4235 0.0 0.0 0.0
C 3.5914 1.1345 2.5506 0.0 0.0 0.0
N 2.1930 1.0029 2.1183 0.1 0.0 0.1
C 1.3458 0.1726 2.9694 0.1 0.0 0.2
C 1.7047 1.7005 1.0987 0.2 -0.1 -0.1
O 0.4834 1.4479 0.6938 -0.2 -0.1 -0.2
H 2.3674 3.3612 -1.4944 0.0 0.0 0.0
H 1.9732 4.5453 -0.2354 0.0 0.0 0.0
H 0.7822 3.3166 -0.6811 0.0 0.0 0.0
H 3.7658 3.7388 1.6371 0.0 0.0 0.0
H 4.2996 3.3228 0.0091 0.0 0.0 0.0
H 5.4354 1.9136 1.7902 0.0 0.0 0.0
H 4.5305 0.9489 0.6211 0.0 0.0 0.1
H 3.6265 1.7795 3.4325 0.0 0.0 0.0
H 3.9286 0.1414 2.8490 0.0 0.0 0.0
H 1.5451 -0.8860 2.7960 0.0 0.1 0.1
H 0.2986 0.3881 2.7847 0.0 0.0 0.0
H 1.5737 0.4092 4.0085 0.0 0.0 0.0
```
Forces are in eV/Å.



Record 2
The following is a DFT calculation (the ωB97M-V functional and the def2-TZVPD basis) of a gas-phase ion, C6H14NO (charge -1) in a non-equilibrium geometry.

The electronic energy comes out at -366.9612 hartree. The orbital gap is 0.222 Ha. The total charge is -1. As for the HOMO energy: -2.383 eV. The LUMO energy is 3.67 eV. The multiplicity is 1. As for the energy above the lowest of the compared OMol25 structures with the same formula, charge and spin: 106.3 kJ/mol.

The geometry in XYZ format:
```
22
Properties=species:S:1:pos:R:3:forces:R:3
C 0.9873 -0.1908 -1.6648 0.7 0.5 0.7
O 0.5190 -0.1642 -2.8903 -0.8 -0.3 -0.4
C 0.2769 0.9118 -0.6226 1.2 -1.0 -2.1
C -0.6202 0.1942 0.3789 0.3 1.4 -0.9
C 0.1124 -0.5600 1.4895 -2.8 -2.1 -0.4
C -0.1434 0.1208 2.8115 1.9 1.1 0.7
C -0.5394 -1.9963 1.5414 0.2 0.5 1.2
N -0.5552 1.7665 -1.4369 -1.6 0.6 0.8
H 2.1175 0.0432 -1.6685 -0.5 -0.1 0.5
H 0.8710 -1.1671 -1.1028 0.2 -0.1 -0.2
H 1.1690 1.3988 -0.2201 -0.5 0.5 0.5
H -1.3039 -0.3764 -0.2774 0.4 -0.4 0.5
H -1.2595 0.9821 0.7851 -0.1 -0.1 0.4
H 1.1798 -0.6721 1.3227 0.1 0.3 -0.2
H -1.1113 0.2207 3.2920 -0.7 -0.4 -0.8
H 0.2250 1.1480 2.6311 0.0 -0.2 0.7
H 0.4664 -0.3525 3.5923 0.2 0.2 0.0
H -0.9097 -2.3374 0.5870 0.4 -0.2 -0.3
H 0.1104 -2.7214 2.0429 0.1 -0.1 -0.4
H -1.4219 -1.9549 2.1995 0.0 0.2 -0.2
H -0.1758 2.5038 -1.9943 1.0 0.0 0.0
H -1.0438 1.1800 -2.1098 0.4 -0.2 -0.1
```
Forces are in eV/Å.



Record 3
The following is a DFT calculation (the ωB97M-V functional and the def2-TZVPD basis) of 4 unconnected molecules or ions with the total composition C2H11NO4 in a non-equilibrium geometry.

The electronic energy comes out at -438.5017 hartree. The orbital gap is 0.404 Ha. The total charge is 0. As for the HOMO energy: -10.157 eV. The LUMO energy is 0.84 eV. The multiplicity is 1. As for the energy above the lowest of the compared OMol25 structures with the same formula, charge and spin: 146.5 kJ/mol.

The geometry in XYZ format:
```
18
Properties=species:S:1:pos:R:3:forces:R:3
C 2.3073 -0.4918 0.5440 -0.8 0.5 -0.7
N 1.8966 0.5039 1.3767 1.7 0.6 -0.7
C 2.6703 1.7668 1.3392 -0.1 -0.2 0.5
O 1.5826 -1.2746 -0.0296 -0.3 -0.6 0.4
H 3.3737 -0.4779 0.3054 0.4 0.1 0.3
H 0.9251 0.6677 1.4806 -1.0 -0.4 -0.1
H 1.9445 2.5542 1.5268 0.3 0.2 0.3
H 3.4529 1.7376 2.0883 0.0 0.3 0.4
H 3.1710 2.0322 0.4064 -0.3 -0.5 -0.3
H -1.2179 -0.8049 -2.0513 1.2 0.8 -0.5
H -2.1006 -1.8762 -1.6835 -0.5 -0.2 0.4
O -2.0352 -0.9213 -1.5992 -0.7 -0.5 0.1
H -0.1366 -2.3260 0.7786 -0.4 -0.6 0.6
H -0.8682 -3.4233 1.7296 0.6 0.0 -0.3
O -0.9126 -2.5491 1.3356 -0.1 0.6 -0.3
H -4.4330 0.8843 -2.3386 0.0 0.5 -0.1
H -5.2540 2.1987 -2.5493 0.8 -0.5 0.0
O -4.3658 1.7998 -2.6599 -0.8 0.0 0.2
```
Forces are in eV/Å.



Record 4
The following is a DFT calculation (the ωB97M-V functional and the def2-TZVPD basis) of C4H10N2O2 in the gas phase in a non-equilibrium geometry.

The electronic energy comes out at -418.3998 hartree. The orbital gap is 0.353 Ha. The total charge is 0. As for the HOMO energy: -8.979 eV. The LUMO energy is 0.64 eV. The multiplicity is 1. As for the energy above the lowest of the compared OMol25 structures with the same formula, charge and spin: 160.5 kJ/mol.

The geometry in XYZ format:
```
18
Properties=species:S:1:pos:R:3:forces:R:3
O 1.2052 0.8762 0.4885 0.1 0.0 0.4
C 0.5341 0.0017 -0.0140 -0.7 0.0 -1.0
N -0.1850 0.1988 -1.1719 0.0 -0.1 -0.1
C -0.4340 1.5096 -1.7348 1.2 1.5 0.4
N 0.7588 2.3320 -1.8990 -0.6 -0.2 -1.2
C 0.3098 -1.3321 0.6303 0.8 -1.0 1.2
C -0.3622 -1.0938 1.9985 0.1 -0.5 -0.4
O -0.5758 -2.3233 2.6770 0.1 0.4 0.2
H -0.7163 -0.5595 -1.5604 0.0 -0.1 0.2
H -1.0620 2.1096 -1.0690 -0.3 -0.3 -0.1
H -0.9092 1.4628 -2.7107 -0.3 -0.7 0.1
H 1.5882 1.8088 -2.1063 0.2 -0.3 -0.1
H 0.9328 2.9184 -1.1241 0.2 0.3 0.9
H -0.1869 -2.1117 0.0547 -0.7 0.5 -0.4
H 1.2268 -1.8732 0.8841 0.4 0.6 -0.1
H -1.2757 -0.5123 1.8521 -0.2 -0.1 0.2
H 0.3126 -0.5387 2.6424 0.0 0.2 -0.1
H -1.1612 -2.8734 2.1627 -0.3 -0.2 -0.2
```
Forces are in eV/Å.



Record 5
The following is a DFT calculation (the ωB97M-V functional and the def2-TZVPD basis) of C5H8P2 in the gas phase in a non-equilibrium geometry.

The electronic energy comes out at -877.9148 hartree. The orbital gap is 0.334 Ha. The total charge is 0. As for the HOMO energy: -8.404 eV. The LUMO energy is 0.67 eV. The multiplicity is 1. As for the energy above the lowest of the compared OMol25 structures with the same formula, charge and spin: 124.9 kJ/mol.

The geometry in XYZ format:
```
15
Properties=species:S:1:pos:R:3:forces:R:3
C 1.1306 -1.1144 -0.2275 2.0 4.5 0.8
C 2.2823 -0.5279 0.1785 0.0 1.1 0.8
C 0.0889 -0.0338 -0.3829 -0.2 -2.6 0.3
C 2.0154 0.8906 0.4148 0.7 1.7 -0.7
C 0.7766 1.2173 0.0048 -1.0 -1.2 0.4
P -3.0035 0.5161 -0.0737 -2.1 0.2 1.4
P -1.4814 -0.9541 0.3325 0.8 0.1 0.4
H 1.0554 -2.0733 -0.4570 -0.7 -4.1 -1.1
H 3.3301 -0.7744 0.3732 -0.7 -1.1 -0.2
H -0.2898 -0.1050 -1.3745 0.2 0.7 -1.3
H 2.7993 1.6458 0.6803 -0.8 -0.9 -0.1
H 0.2171 2.1115 -0.1250 0.3 1.0 0.3
H -4.0801 -0.5121 0.3614 1.3 1.5 -0.5
H -2.9999 1.3057 1.2196 0.0 -1.1 -1.2
H -1.8410 -1.5919 -0.9244 0.4 0.3 0.6
```
Forces are in eV/Å.



Record 6
The following is a DFT calculation (the ωB97M-V functional and the def2-TZVPD basis) of 2 unconnected molecules or ions with the total composition C2H6N2O4 in a non-equilibrium geometry.

The electronic energy comes out at -489.6342 hartree. The orbital gap (spin up / spin down) is 0.221 / 0.078 Ha. The total charge is +1. As for the HOMO energy (spin up / spin down): -13.762 / -13.762 eV. The LUMO energy (spin up / spin down) is -7.74 / -11.63 eV. The multiplicity is 2. As for the energy above the lowest of the compared OMol25 structures with the same formula, charge and spin: 94.5 kJ/mol.

The geometry in XYZ format:
```
14
Properties=species:S:1:pos:R:3:forces:R:3
C -2.9454 22.2382 3.5529 0.5 0.4 -0.3
N -3.8710 21.3640 2.8432 -1.8 -1.8 -1.5
O -3.4835 20.2072 2.5677 -1.1 2.7 0.7
O -4.9536 21.8899 2.4919 2.2 -1.3 0.7
H -2.2672 21.6493 4.1704 -0.2 0.2 0.0
H -3.5327 23.0152 4.0420 0.1 -0.3 0.2
H -2.4097 22.7037 2.7255 0.3 0.1 0.2
C -3.6814 25.4743 6.2695 -0.3 -1.9 -0.8
N -3.6855 26.7549 6.9862 -2.6 -4.9 2.6
O -3.1109 27.6591 6.4913 2.5 4.5 -2.3
O -4.1538 26.8127 8.0804 0.1 0.7 -0.2
H -3.3589 25.3901 5.2317 0.6 1.1 0.0
H -4.6991 25.0879 6.2128 -0.3 0.4 0.6
H -3.0760 24.8100 6.8861 0.1 0.1 0.2
```
Forces are in eV/Å.